Formula: C15H30CdF6O15P
Source: the OMol25 dataset
Level of theory: the ωB97M-V functional and the def2-TZVPD basis

Geometry as XYZ:
```
68
C15H30CdF6O15P (the ωB97M-V functional and the def2-TZVPD basis)
Cd -0.71 0.48 0.36
P -4.31 3.09 3.48
F -2.98 2.51 4.18
F -3.54 2.67 2.15
F -5.09 1.66 3.36
F -5.52 3.75 2.65
F -5.02 3.37 4.92
F -3.71 4.60 3.39
C -6.61 -3.56 -0.61
O -6.33 -3.19 -1.96
C -5.20 -2.53 -2.29
O -4.39 -1.97 -1.51
O -5.03 -2.54 -3.58
C -5.81 -3.18 -4.67
H -6.90 -2.69 -0.03
H -5.79 -4.07 -0.10
H -7.51 -4.17 -0.62
H -5.53 -2.80 -5.66
H -6.84 -2.88 -4.50
H -5.66 -4.26 -4.66
C -0.51 1.72 -6.39
O -0.57 3.07 -6.02
C -0.66 3.51 -4.76
O -0.72 2.74 -3.78
O -0.68 4.92 -4.61
C -0.57 5.75 -5.76
H 0.40 1.45 -6.93
H -1.39 1.51 -7.00
H -0.49 1.06 -5.52
H 0.42 5.78 -6.22
H -0.71 6.75 -5.37
H -1.36 5.56 -6.50
C -1.56 -4.13 5.73
O -0.21 -3.78 5.86
C 0.37 -3.03 4.87
O -0.21 -2.50 3.92
O 1.72 -3.00 4.97
C 2.50 -3.86 5.79
H -1.73 -4.62 4.77
H -2.17 -3.24 5.93
H -1.93 -4.90 6.41
H 2.43 -3.68 6.86
H 3.55 -3.76 5.52
H 2.26 -4.90 5.57
C 4.46 -4.03 -1.48
O 4.76 -3.03 -2.47
C 3.90 -1.94 -2.47
O 2.88 -1.69 -1.77
O 4.23 -1.14 -3.40
C 5.36 -1.26 -4.29
H 3.39 -4.22 -1.37
H 4.96 -3.79 -0.54
H 4.89 -4.96 -1.85
H 6.27 -1.56 -3.77
H 5.43 -0.24 -4.64
H 5.11 -1.94 -5.11
C 6.09 3.35 3.07
O 4.84 2.74 2.69
C 3.66 3.34 2.86
O 2.57 2.88 2.37
O 3.67 4.32 3.77
C 2.43 4.85 4.19
H 6.05 4.35 2.65
H 7.00 2.83 2.77
H 6.10 3.50 4.15
H 1.79 4.09 4.64
H 1.89 5.28 3.34
H 2.58 5.55 5.01
```

Output
Relative energy (zero: lowest compared OMol25 entry of this formula, charge and spin) in kJ/mol: 1317.6
Molar mass in Da: 707.76
F_max in hartree/bohr: 0.0804
Spin multiplicity: 1
HOMO in eV: -12.913
LUMO in eV: -10.43
Total charge: +1